This record from OMol25 describes C33H48BrN7PdS2SbSi3 as an isolated structure. The level of theory is ωB97M-V/def2-TZVPD.

Results
- charge = +1
- HOMO-LUMO gap (spin up / spin down) (eV) = 7.381 / 6.797
- multiplicity = 3
- HOMO (spin up / spin down) (eV) = -9.16 / -10.31
- <S²> = 2.0224
- LUMO (spin up / spin down) (eV) = -1.8 / -3.5
- ΔE to the lowest compared entry with this formula, charge and spin (kJ/mol) = 0.0
- F_max (eV/Å) = 0.13
- E (eV) = -170791.8929

```
96
Properties=species:S:1:pos:R:3:lowdin_charge:R:1
H -0.7863 3.7039 1.9857 -0.003
H -0.5588 1.2699 -2.0235 -0.024
H -2.5808 -1.3518 -3.6055 0.093
H 4.3519 4.0142 0.2525 0.033
N -2.9843 0.3219 -1.0681 0.024
C -3.9153 -0.6704 -1.3410 -0.377
N -2.8287 2.6756 -1.1231 0.105
C 0.8657 4.3471 -0.5985 -0.163
H 0.5782 -2.4985 -1.3969 0.078
Sb 0.1874 1.2071 1.8726 1.492
H -0.0788 4.3196 -0.0522 0.011
H 4.2532 0.5085 -0.3613 0.089
H 5.1210 2.4676 -0.1109 0.028
C 2.2062 -3.5559 3.3086 -0.052
C -1.2989 2.7521 1.8621 -0.297
H 3.0256 0.1832 2.9695 0.005
H -6.0174 -0.8071 -1.9390 0.082
H 1.6139 4.0883 2.1629 0.007
C -5.1396 -0.2300 -1.7049 -0.338
H -3.0801 -0.4388 5.2268 0.038
H 1.6022 4.8532 0.0271 0.031
C 3.7474 -1.3935 -1.1838 -0.030
C -1.8338 -0.9066 -5.5609 -0.096
H 2.6532 3.3569 -3.1618 0.047
H -4.1133 -0.4665 1.2708 0.017
N 1.1452 -0.7023 -0.5784 0.004
N -0.8633 -4.2026 -0.3381 0.101
H -0.8748 -5.1953 -0.1718 0.097
C 2.1357 0.1596 -0.2747 -0.394
H 2.0267 3.0707 3.5459 0.022
C 0.1932 1.9652 -2.3946 -0.175
H 1.4684 -0.5930 -6.2126 0.106
H 2.9302 -4.3043 3.5973 0.108
Si 3.1677 2.1992 1.4919 0.414
C -1.6964 -1.1722 -4.2065 -0.125
N -0.5271 -1.2236 -3.5729 0.070
H -0.3116 2.7956 -2.8988 0.049
S -3.3558 -4.5897 -1.3336 1.079
C 3.4563 -0.1857 -0.5828 -0.045
H -1.9451 -3.3631 3.3779 0.037
H -0.3587 -3.6349 0.3631 0.042
H 4.5055 0.1415 2.0131 0.036
C 4.6252 3.0441 0.6699 -0.177
H 3.1993 4.2122 2.9022 0.044
C 2.7094 -2.2636 -1.4848 -0.052
H 0.7141 4.9712 -1.4836 0.045
C 0.5492 -0.7501 -5.6668 -0.100
H -3.2482 3.5071 -1.5043 0.108
C -0.6824 -0.6888 -6.2961 -0.693
Br -0.7879 -0.3155 -8.1387 0.782
S -5.1635 1.4898 -1.7525 1.091
C -4.2457 -3.1416 -1.6019 -0.345
H 1.5143 -1.0709 -3.7832 0.099
C 0.5649 -1.0200 -4.3075 -0.155
H 3.7588 3.4646 -1.7978 0.017
H 4.7725 -1.6503 -1.4177 0.119
C 2.4125 3.5056 2.6231 -0.206
H -1.8880 2.5692 2.7614 0.003
C 1.7989 1.5032 0.3115 -0.530
C -0.7034 -0.7467 1.9825 -0.541
C 1.5005 -3.6788 2.1290 -0.125
H 5.3628 3.2315 1.4556 0.045
C -2.0204 -3.6428 -0.7653 -0.703
C -3.4989 -2.0702 -1.2483 -0.376
N 0.5929 -2.7947 1.7080 0.071
H -4.5457 0.0716 2.8907 0.045
H -1.9525 2.7780 0.9991 -0.031
H -1.8278 2.6179 -1.2343 0.049
H -3.4657 1.0516 1.9006 0.011
C -3.7292 0.0265 2.1648 -0.159
Si 1.4391 2.6589 -1.1690 0.459
H 0.7387 1.4185 -3.1658 0.025
Si -2.3196 -0.9403 2.9306 0.416
N -2.2269 -2.3518 -0.7903 0.043
C 2.9650 2.8659 -2.2354 -0.156
C 3.8227 0.8002 2.5509 -0.161
H 3.3800 1.8945 -2.5154 0.037
H -3.6575 -2.9454 3.4658 0.042
C -2.7319 -2.7650 2.9136 -0.152
H -2.8737 -3.1219 1.8905 0.016
C -2.1211 -0.3682 4.7074 -0.173
C 0.3399 -1.7129 2.4536 -0.437
H 1.6663 -4.5322 1.4777 0.112
H 4.3774 1.2362 3.3865 0.047
C 1.0108 -1.5223 3.6697 -0.084
Pd -0.9661 -0.4065 -0.1161 0.730
H -1.7894 0.6719 4.7695 0.027
H -5.2436 -3.1662 -2.0050 0.079
H 0.7956 -0.6459 4.2655 0.093
H -1.4061 -0.9819 5.2580 0.028
H 2.4604 -2.3004 5.0388 0.117
H 2.8804 -3.2197 -1.9588 0.115
C 1.9428 -2.4464 4.0994 -0.049
C -3.5029 1.5039 -1.2798 -0.684
H -2.8101 -0.8755 -6.0229 0.106
C 1.4277 -1.8724 -1.1656 -0.158
```

This record from OMol25 describes C33H48IrP2 as an isolated structure at a distorted geometry. The level of theory is ωB97M-V/def2-TZVPD.

Results
- charge = +1
- HOMO-LUMO gap (spin up / spin down) (eV) = 4.716 / 5.523
- multiplicity = 5
- HOMO (spin up / spin down) (eV) = -7.71 / -9.56
- <S²> = 6.0244
- LUMO (spin up / spin down) (eV) = -3.0 / -4.0
- ΔE to the lowest compared entry with this formula, charge and spin (kJ/mol) = 0.0
- F_max (eV/Å) = 4.89
- E (eV) = -56403.7998

```
84
Properties=species:S:1:pos:R:3:lowdin_charge:R:1
H -0.2151 4.1522 5.1027 0.106
C 3.4020 -0.2997 2.2596 -0.056
C -3.3403 2.5289 1.0979 -0.037
C 1.9936 5.3311 -3.1340 -0.212
C -0.5823 4.0731 -3.5441 -0.108
H 1.3526 -2.5750 -2.1210 0.071
H -3.4189 1.5793 -0.8368 0.104
C 0.5713 -2.4927 -1.3561 -0.021
C 2.7700 4.3348 2.1487 -0.235
H 0.4247 -3.5017 -0.9346 0.102
H 3.3128 5.2205 1.7712 0.056
C -2.1483 1.2473 -4.5760 -0.094
C 2.2526 -1.0942 0.0174 -0.231
C -3.0577 3.6535 3.2924 -0.031
H -0.0321 2.5906 -2.2995 0.074
C 2.0257 4.2909 -0.5496 -0.451
C -0.3120 3.2315 3.1524 -0.095
H 0.7599 3.0434 3.0984 0.054
H 4.2707 -0.7429 -0.5463 0.068
H 1.6212 5.2058 -4.1516 0.063
H -1.8720 -1.4301 -0.0822 0.081
H -0.3695 -2.2250 -1.8599 0.073
P 2.0029 3.6955 -2.2595 1.017
C -2.7803 1.9513 -0.0314 -0.081
C -1.9599 3.7403 -3.9545 -0.171
C -1.0927 2.8304 2.0632 -0.196
H 1.7867 4.6679 2.5177 0.034
H 2.9972 5.7640 -3.1640 0.057
C 0.0718 -1.1380 0.7653 -0.233
C 3.4783 -1.4837 -0.7036 -0.046
H -1.1349 2.7789 -5.7392 0.110
C -2.5271 3.0173 2.1419 -0.167
H -1.8799 -0.8266 1.5778 0.080
H 0.2515 0.4901 -2.4361 0.085
H 0.6960 1.9172 -5.1653 0.124
H 3.5434 2.4754 -3.7608 0.060
H 1.0724 -0.9567 3.8852 0.091
H 1.0158 4.6559 -0.2958 0.081
C 0.0999 0.5548 -3.5268 -0.199
H -1.8554 -0.4367 -3.3787 0.108
C -1.9911 2.6551 -5.0635 -0.187
H 4.3402 -0.5263 1.7475 0.078
H -0.4588 5.0160 -2.9875 0.105
H 4.7853 3.5188 -0.1630 0.046
H 0.6018 0.7238 3.5322 0.064
H 1.3337 6.0203 -2.6085 0.054
C 0.3332 3.0280 -3.2496 -0.303
H 3.3455 3.8856 2.9796 0.062
C -1.3579 -1.4982 0.8850 -0.032
C 0.8470 -0.4705 1.7993 -0.383
C 0.9477 -1.5340 -0.2601 -0.213
H 3.4579 0.7139 2.6780 0.062
H -0.9211 1.3870 -1.0351 0.051
C 2.2448 -0.4187 1.3204 -0.457
H 1.8715 1.6204 -3.8959 0.070
H 4.1588 2.5370 -2.1028 0.026
C -0.5512 2.1804 0.9114 -0.259
H -1.4726 -2.5295 1.2509 0.100
C 4.3177 2.6902 0.3904 -0.264
H -3.0889 0.7974 -4.9289 0.110
C -1.3776 1.8222 -0.1488 -0.145
H 3.8509 -2.4560 -0.3468 0.104
H -4.1363 3.8013 3.3467 0.115
H 4.3455 1.7638 -0.2056 0.019
H -2.5481 3.4002 -3.0810 0.128
H 2.7363 5.1369 -0.5252 0.074
Ir 1.3774 1.4082 0.9081 1.033
H 4.8732 2.5116 1.3232 0.055
H -2.4556 4.6496 -4.3297 0.122
P 2.5583 3.1017 0.7847 0.539
C -0.8586 3.8506 4.2778 -0.063
H 4.2402 3.9864 -3.1232 0.071
C 0.8035 1.8041 -4.0811 -0.167
H 3.2630 -1.0024 3.0909 0.090
H -0.5930 -0.5689 3.3802 0.086
C 0.4613 -0.3194 3.2340 -0.021
H -4.4274 2.6219 1.2055 0.118
H 0.6133 -0.3383 -3.9230 0.126
C -2.2481 4.0912 4.3243 -0.076
H -2.8953 2.8283 -5.6516 0.109
H 3.2877 -1.5798 -1.7793 0.076
C 3.6203 3.1099 -2.8648 -0.171
C -1.3744 0.4656 -3.7987 -0.100
H -2.6698 4.6222 5.1882 0.111
```